(1)
Formula: CHF2O3P
Source: the Open Molecules 2025 dataset
Level of theory: ωB97M-V with the def2-TZVPD basis set

Values from the calculation:
* lowest unoccupied orbital energy (spin up / spin down): 7.41 / 7.41 eV
* energy relative to the best compared isomer or geometry (same formula, charge and spin): 3.656 eV
* charge: -2

Each line ends with the Löwdin charge.
Element x y z (Å)
C  0.586  0.402  0.026  -0.4536
O  -1.710  0.812  -0.014  -0.4221
O  -1.151  -1.372  1.222  -0.4437
O  -1.109  -1.302  -1.345  -0.4444
F  0.777  1.232  -0.974  -0.0154
F  0.750  1.094  1.133  -0.0147
P  -1.054  -0.576  -0.040  0.0126
H  2.912  -0.290  -0.007  -0.2187

***

(2)
Formula: CHF3InO2S
Source: the Open Molecules 2025 dataset
Level of theory: ωB97M-V with the def2-TZVPD basis set

Values from the calculation:
* lowest unoccupied orbital energy (spin up / spin down): -8.18 / -8.32 eV
* energy relative to the best compared isomer or geometry (same formula, charge and spin): 0.844 eV
* charge: +1

Each line ends with the Löwdin charge.
Element x y z (Å)
S  0.563  1.158  -1.024  1.1245
O  1.308  1.876  0.238  -0.5649
O  1.714  0.019  -1.314  -0.5784
In  2.864  0.828  -0.048  1.0860
C  -1.119  -0.654  0.332  -0.3571
F  -1.940  -0.469  -0.713  0.1067
F  -1.334  0.300  1.245  0.1154
H  -0.169  -1.197  0.244  0.1568
F  -1.887  -1.861  1.040  -0.0890

***

(3)
Formula: CHF3N2OS
Source: the Open Molecules 2025 dataset
Level of theory: ωB97M-V with the def2-TZVPD basis set

Values from the calculation:
* lowest unoccupied orbital energy: 0.22 eV
* SMILES: N#[N+][S-].O=C(F)F.F
* energy relative to the best compared isomer or geometry (same formula, charge and spin): 0.000 eV
* charge: 0

Each line ends with the Löwdin charge.
Element x y z (Å)
N  -0.391  -1.300  1.679  0.1820
N  -0.620  -2.342  1.310  -0.8088
S  -0.967  -3.717  0.815  0.7002
O  0.242  0.940  -0.633  0.1974
C  0.464  1.404  0.413  -0.5969
F  1.615  1.382  1.033  0.1974
F  -0.377  2.055  1.171  0.1992
F  0.000  0.813  -3.363  -0.0961
H  0.036  0.765  -2.426  0.0256

***

(4)
Formula: CHF3N3
Source: the Open Molecules 2025 dataset
Level of theory: ωB97M-V with the def2-TZVPD basis set

Values from the calculation:
* lowest unoccupied orbital energy (spin up / spin down): -5.17 / -9.98 eV
* energy relative to the best compared isomer or geometry (same formula, charge and spin): 1.760 eV
* charge: +1
* ⟨S²⟩: 2.011
* multiplicity: 3

Each line ends with the Löwdin charge.
Element x y z (Å)
C  -2.742  -0.230  -0.029  -0.1405
N  -1.896  -1.116  0.044  0.3299
N  -1.197  -0.051  -0.720  0.1930
N  -0.171  0.505  -0.129  -0.1596
F  -3.730  0.502  -0.015  0.3831
F  0.240  1.565  -0.814  0.1473
F  -0.407  1.081  1.235  -0.0021
H  0.672  -0.100  0.039  0.2491

***

(5)
Formula: CHF3O
Source: the Open Molecules 2025 dataset
Level of theory: ωB97M-V with the def2-TZVPD basis set

Values from the calculation:
* lowest unoccupied orbital energy: -0.17 eV
* energy relative to the best compared isomer or geometry (same formula, charge and spin): 6.511 eV
* charge: 0

Each line ends with the Löwdin charge.
Element x y z (Å)
C  -1.331  -1.140  -1.095  0.0044
O  1.485  0.570  0.887  0.0040
F  -2.613  -1.515  -1.203  0.0081
F  -1.386  -0.335  -0.012  -0.0084
F  2.356  1.075  -0.068  -0.1186
H  1.489  1.344  1.491  0.1106

***

(6)
Formula: CHF3O2
Source: the Open Molecules 2025 dataset
Level of theory: ωB97M-V with the def2-TZVPD basis set

Values from the calculation:
* lowest unoccupied orbital energy (spin up / spin down): -1.04 / -2.81 eV
* energy relative to the best compared isomer or geometry (same formula, charge and spin): 5.580 eV
* charge: 0

Each line ends with the Löwdin charge.
Element x y z (Å)
C  -1.076  0.496  0.122  -0.4694
O  1.994  -0.648  -0.602  -0.0971
O  1.457  -0.056  0.421  -0.2011
F  -1.378  0.855  -1.072  0.2391
F  -1.036  1.461  0.965  0.2327
F  -1.604  -0.586  0.600  0.2112
H  1.643  -1.523  -0.434  0.0846